This record from the OMol25 dataset describes a cluster of 2 separate species, C21H34IN4O4P2 in total at a distorted geometry. The level of theory is wB97M-V/def2-TZVPD.

CARTESIAN COORDINATES (ANGSTROEM)
C: -3.72 3.38 -3.52
C: -2.37 2.67 -3.81
O: -1.95 1.83 -2.74
C: -0.73 1.17 -3.08
C: -0.20 0.56 -1.78
C: 0.87 1.11 -1.09
C: 1.56 2.39 -1.60
I: 0.94 4.14 -0.43
C: 3.13 2.22 -1.71
C: 3.99 3.28 -0.96
C: 1.30 0.42 0.15
C: 2.46 0.91 1.03
C: 3.65 0.13 0.99
C: 4.74 0.56 1.81
C: 4.56 1.76 2.57
C: 3.31 2.40 2.48
N: 2.27 2.03 1.73
C: 0.66 -0.77 0.64
C: 1.15 -1.48 1.90
C: 1.77 -2.90 1.59
C: 1.50 -3.95 2.72
N: 2.01 -3.53 4.05
C: -0.45 -1.25 -0.12
P: -1.33 -2.76 0.53
N: -0.95 -4.05 -0.31
N: -0.88 -0.58 -1.32
P: -2.25 -1.25 -2.14
O: -2.00 -2.56 -2.79
H: -3.71 4.35 -4.05
H: -4.57 2.80 -3.92
H: -3.91 3.55 -2.44
H: -1.59 3.46 -3.93
H: -2.49 2.08 -4.75
H: -0.95 0.36 -3.82
H: -0.01 1.85 -3.57
H: 1.21 2.63 -2.62
H: 3.42 2.27 -2.79
H: 3.45 1.23 -1.34
H: 3.89 4.25 -1.48
H: 3.82 3.32 0.12
H: 5.05 2.97 -1.09
H: 3.76 -0.78 0.40
H: 5.70 0.03 1.85
H: 5.35 2.18 3.21
H: 3.18 3.31 3.10
H: 0.31 -1.66 2.61
H: 1.90 -0.91 2.47
H: 2.87 -2.83 1.43
H: 1.32 -3.31 0.66
H: 0.44 -4.24 2.77
H: 2.06 -4.86 2.42
H: 1.28 -2.98 4.49
H: 2.83 -2.96 3.88
H: -2.73 -2.52 0.58
H: -0.93 -3.02 1.88
H: -0.32 -3.81 -1.07
H: -2.76 -0.35 -3.09
H: -3.24 -1.37 -1.12
O: -7.50 -0.58 2.15
C: -6.22 -0.67 2.22
C: -5.71 -2.05 1.39
O: -4.43 -2.15 1.47
H: -5.76 -0.78 3.23
H: -5.62 0.15 1.77
H: -6.15 -1.94 0.38
H: -6.31 -2.88 1.82

Calculated values
Orbital gap = 2.4 eV
LUMO level = 0.154 eV
Energy above the lowest of the compared OMol25 structures with the same formula, charge and spin = 0.00 kJ/mol
Charge = -1
M = 595.38 Da
F_max = 3.291 eV/A
E_HOMO = -2.295 eV



This record from the OMol25 dataset describes the molecule C7H12N2O6 at a distorted geometry. The level of theory is wB97M-V/def2-TZVPD.

CARTESIAN COORDINATES (ANGSTROEM)
C: 1.87 -0.77 0.48
C: 0.50 -0.31 -0.21
C: 2.01 -2.32 0.42
C: -1.45 1.13 0.26
C: -2.35 0.08 0.94
C: -1.75 1.30 -1.22
C: -0.74 2.10 -2.04
H: 2.64 -0.35 2.30
H: 1.26 -0.85 2.38
H: 2.63 -0.28 -0.16
H: 2.93 -2.60 0.87
H: 1.23 -2.80 1.08
H: 1.30 -2.36 -1.25
H: 0.57 1.24 0.93
H: -1.59 2.06 0.82
H: -2.82 1.59 -1.30
H: -1.66 0.24 -1.50
H: -0.37 3.13 -3.55
H: -1.83 -1.35 2.29
N: 1.76 -0.16 1.86
N: -0.11 0.69 0.39
O: -0.08 -1.07 -1.09
O: 1.94 -2.94 -0.85
O: -3.48 -0.08 0.68
O: 0.51 2.22 -1.61
O: -1.25 2.90 -2.97
O: -1.65 -0.44 2.06

Calculated values
Orbital gap = 10.0 eV
LUMO level = 0.438 eV
Energy above the lowest of the compared OMol25 structures with the same formula, charge and spin = 258.63 kJ/mol
M = 220.18 Da
F_max = 6.839 eV/A
E_HOMO = -9.602 eV



This record from the OMol25 dataset describes a structure of composition C28H67Br9O29S9 at a distorted geometry. The level of theory is wB97M-V/def2-TZVPD.

CARTESIAN COORDINATES (ANGSTROEM)
O: 9.07 3.51 -4.67
S: 7.70 3.62 -4.13
O: 6.86 2.46 -3.76
O: 7.78 4.59 -2.72
C: 6.60 4.58 -1.95
C: 6.73 5.51 -0.75
C: 6.83 4.84 -5.20
H: 6.46 3.61 -1.47
H: 5.65 4.74 -2.46
H: 5.98 6.30 -0.84
H: 7.71 5.99 -0.80
H: 6.48 5.05 0.20
H: 7.37 5.79 -5.23
H: 5.83 4.92 -4.78
H: 6.94 4.48 -6.23
O: -3.11 -6.81 1.43
S: -4.41 -7.09 0.85
O: -5.12 -6.02 0.14
O: -4.41 -8.50 -0.09
C: -3.57 -9.54 0.32
C: -4.00 -10.83 -0.47
C: -5.39 -7.86 2.19
H: -3.61 -9.64 1.40
H: -2.54 -9.32 0.02
H: -3.47 -11.76 -0.24
H: -3.75 -10.75 -1.53
H: -5.06 -11.00 -0.34
H: -6.15 -8.49 1.73
H: -5.89 -7.11 2.81
H: -4.71 -8.44 2.82
O: -9.55 3.68 -0.10
S: -9.64 2.30 0.51
O: -10.21 1.12 -0.19
O: -8.10 1.84 1.05
C: -7.76 0.48 1.13
C: -7.49 0.04 2.54
C: -10.32 2.43 2.19
H: -6.92 0.21 0.48
H: -8.52 -0.21 0.75
H: -6.68 0.69 2.86
H: -7.11 -0.98 2.52
H: -8.36 0.21 3.16
H: -9.51 3.01 2.64
H: -10.31 1.52 2.79
H: -11.35 2.74 2.07
O: -1.35 6.24 5.73
S: -2.54 6.64 6.53
O: -2.67 6.41 7.95
O: -2.81 8.23 6.22
C: -3.71 9.10 6.98
C: -3.76 10.48 6.29
C: -4.03 5.91 5.72
H: -3.22 9.07 7.95
H: -4.66 8.57 7.01
H: -4.47 10.99 6.94
H: -4.29 10.43 5.34
H: -2.75 10.89 6.22
H: -4.83 6.63 5.86
H: -4.27 4.93 6.13
H: -3.77 5.71 4.68
O: 0.83 -4.36 -2.98
S: 1.75 -4.87 -3.99
O: 1.26 -5.17 -5.35
O: 3.25 -4.01 -3.90
C: 3.96 -3.73 -5.13
C: 5.39 -4.14 -4.86
C: 2.41 -6.45 -3.32
H: 3.82 -2.67 -5.35
H: 3.72 -4.39 -5.96
H: 5.72 -3.81 -3.87
H: 6.09 -3.68 -5.55
H: 5.47 -5.23 -4.88
H: 3.06 -6.29 -2.46
H: 3.05 -6.81 -4.13
H: 1.60 -7.11 -2.99
O: 0.55 0.27 -2.53
S: 0.55 0.84 -1.20
O: 0.44 2.30 -1.06
O: -0.83 0.37 -0.45
C: -1.17 0.86 0.82
C: -0.82 -0.19 1.83
C: 1.86 0.16 -0.05
H: -2.25 0.97 0.93
H: -0.76 1.83 1.13
H: 0.22 -0.19 2.18
H: -0.95 -1.22 1.49
H: -1.36 0.03 2.75
H: 1.95 0.85 0.80
H: 2.82 0.12 -0.54
H: 1.66 -0.83 0.35
O: 3.38 0.56 6.84
S: 2.51 0.46 8.03
O: 1.11 0.08 7.95
O: 3.23 -0.68 9.00
C: 4.57 -0.41 9.46
C: 5.19 -1.59 10.18
C: 2.68 1.96 9.07
H: 4.48 0.32 10.26
H: 5.26 -0.18 8.64
H: 5.60 -2.29 9.45
H: 4.64 -2.10 10.97
H: 6.06 -1.21 10.73
H: 2.12 2.74 8.55
H: 3.76 2.11 9.16
H: 2.18 1.67 9.99
C: 0.09 7.16 -4.55
Br: -1.51 8.41 -4.44
Br: 1.77 8.18 -5.03
Br: -0.26 5.79 -5.88
H: 0.31 6.70 -3.59
C: 6.03 -6.04 3.40
Br: 4.69 -4.58 3.42
Br: 6.15 -6.74 1.53
Br: 5.81 -7.37 4.93
H: 7.00 -5.53 3.43
C: 9.69 -0.84 2.60
Br: 11.03 0.56 2.26
Br: 8.51 -1.05 1.00
Br: 8.65 -0.35 4.21
H: 10.15 -1.81 2.78
C: 2.44 0.21 -10.22
C: 1.65 0.06 -9.00
O: 0.37 0.51 -9.38
S: 0.14 0.65 -11.03
O: 0.29 2.05 -11.38
O: -1.02 -0.10 -11.45
O: 1.59 -0.10 -11.25
H: 3.20 -0.57 -10.33
H: 2.98 1.13 -10.43
H: 1.88 0.71 -8.15
H: 1.55 -0.95 -8.59
C: -4.63 -2.18 -4.72
C: -4.11 -1.31 -5.86
O: -5.19 -1.13 -6.81
S: -6.65 -1.17 -6.04
O: -7.66 -1.94 -6.76
O: -7.05 0.12 -5.53
O: -6.05 -2.20 -4.85
H: -4.44 -1.92 -3.68
H: -4.42 -3.24 -4.89
H: -3.26 -1.79 -6.35
H: -3.62 -0.38 -5.56

Calculated values
Orbital gap = 9.3 eV
LUMO level = -0.912 eV
M = 1875.55 Da
F_max = 4.794 eV/A
E_HOMO = -10.260 eV



> The highest M belongs to which entry?

C28H67Br9O29S9



> What is the M in the third record?

1875.55 Da